Record 1
Density functional theory data (ωB97M-V/def2-TZVPD) for a structure of composition C26H56F4N6RbSSi4Te in a non-equilibrium geometry.

XYZ file:
```
99
Properties=species:S:1:pos:R:3:forces:R:3
Rb -1.809878 -1.504343 0.544040 0.57 -0.32 -0.88
N 1.327838 -2.025977 -0.197114 0.12 0.07 0.12
C 2.755865 -2.155349 0.095542 -0.22 0.10 -0.11
C 3.044634 -2.938815 1.367692 -0.13 0.04 0.07
N 2.679529 -2.230556 2.582476 -0.02 0.04 -0.08
C 3.471269 -1.030460 2.801437 -0.05 0.09 -0.10
C 2.689370 0.256030 3.155049 -0.10 -0.10 -0.12
N 1.346501 0.307526 2.570551 0.22 -0.07 0.18
C 2.609899 -3.091028 3.744924 -0.01 0.04 -0.15
C 2.043231 -2.360776 4.952276 -0.20 0.00 0.01
N 0.752105 -1.730720 4.735373 -0.10 -0.10 0.08
H 0.938740 -2.899304 -0.530606 -0.01 -0.07 0.01
H 1.182691 -1.321916 -0.918270 0.03 -0.02 0.06
H 3.164934 -1.147542 0.190456 -0.07 0.02 -0.11
H 3.316874 -2.625530 -0.717774 0.08 -0.11 -0.13
H 4.117969 -3.206688 1.369415 0.06 -0.04 -0.01
H 2.485858 -3.881399 1.334600 0.00 0.07 0.06
H 4.039293 -0.830613 1.891198 -0.02 0.03 0.05
H 4.218806 -1.204110 3.590726 0.07 0.03 -0.01
H 3.324881 1.087355 2.834437 0.05 0.14 -0.04
H 2.584218 0.347973 4.239170 -0.04 -0.04 0.04
H 1.331846 0.001446 1.604538 0.10 -0.08 -0.04
H 0.999986 1.258386 2.575917 0.03 0.02 -0.08
H 3.605016 -3.499459 4.013368 0.08 -0.05 -0.03
H 1.959407 -3.936405 3.504150 -0.01 -0.02 -0.03
H 2.756270 -1.595903 5.273238 -0.05 0.00 0.06
H 1.976221 -3.075541 5.774980 -0.03 -0.05 0.09
H 0.073872 -2.417755 4.406491 0.09 0.04 0.13
H 0.829410 -1.056161 3.972067 -0.14 -0.03 0.03
C -0.305194 -5.235331 -1.075338 0.03 0.14 -0.07
N -1.262061 -4.830015 -0.074206 -0.24 0.15 -0.02
C -2.622502 -5.042450 -0.555821 0.05 -0.04 0.02
C -0.990838 -5.507368 1.182581 0.12 0.03 -0.05
C -2.024349 -5.312190 2.277194 -0.12 0.23 0.10
N -2.304800 -3.910090 2.494285 -0.20 0.24 0.25
C -3.020243 -3.536043 3.548290 0.42 -0.27 -0.29
C -3.258522 -2.142030 3.752770 0.01 -0.23 0.01
F -2.803243 -1.292458 2.802390 -0.20 0.36 0.59
C -3.883004 -1.607876 4.835236 -0.12 -0.25 0.18
F -4.010949 -0.275624 4.910292 -0.06 0.52 0.04
C -4.399248 -2.391925 5.856817 -0.14 0.08 0.17
C -4.240505 -3.751503 5.677312 0.03 0.24 -0.08
F -4.735561 -4.590093 6.606250 -0.20 -0.29 0.40
C -3.605634 -4.308845 4.599725 0.12 0.16 -0.22
F -3.543133 -5.662558 4.563939 0.03 -0.42 -0.03
H -0.423366 -6.296649 -1.357853 0.02 -0.08 -0.02
H 0.713660 -5.108129 -0.693927 -0.03 0.00 -0.02
H -0.424025 -4.628690 -1.977717 -0.01 -0.04 0.05
H -3.342142 -4.687747 0.184324 0.10 -0.02 -0.07
H -2.815683 -6.114870 -0.758968 -0.01 0.04 0.03
H -2.787783 -4.470583 -1.470588 0.05 -0.03 0.04
H -0.016545 -5.153124 1.544580 -0.04 0.01 -0.03
H -0.900946 -6.598434 1.016552 0.05 -0.10 -0.02
H -1.600291 -5.811127 3.155621 0.00 -0.05 0.15
H -2.923644 -5.887370 2.018818 -0.06 -0.01 -0.01
H -4.905905 -1.972953 6.715768 0.07 -0.04 -0.10
C 1.140095 1.751853 -5.470503 0.31 -0.09 -0.03
Si -0.260894 2.564221 -4.517226 0.03 0.00 0.00
C -0.851011 4.030464 -5.557501 -0.06 0.24 -0.01
C -1.677112 1.351266 -4.414612 -0.17 -0.16 0.17
Si 0.481553 3.305043 -2.437214 -0.02 0.19 -0.20
Te 1.258760 1.590457 -0.894781 -0.02 -0.14 0.13
Si -1.225207 4.664708 -1.601418 -0.02 0.02 0.01
C -2.941556 4.018254 -2.011880 -0.12 -0.22 -0.11
C -1.110562 4.829085 0.260167 0.15 -0.03 0.28
C -1.136654 6.410400 -2.323934 0.12 0.16 -0.18
Si 2.307192 4.720513 -2.794507 -0.01 0.00 0.02
C 2.667499 5.647508 -1.198331 -0.07 0.09 0.31
C 3.833508 3.717740 -3.218034 0.18 -0.28 -0.08
C 2.136759 6.018951 -4.159705 -0.23 0.11 -0.19
H 0.792865 1.425053 -6.458103 0.05 0.01 0.07
H 1.520493 0.876500 -4.926389 -0.08 0.17 -0.10
H 1.979819 2.447422 -5.609652 -0.16 -0.14 -0.01
H -1.145284 3.693141 -6.558861 0.01 0.04 0.07
H -0.068525 4.792405 -5.666772 -0.13 -0.13 0.00
H -1.721577 4.515914 -5.095068 0.14 -0.09 -0.09
H -1.926020 0.971857 -5.412052 -0.02 0.01 0.06
H -2.573688 1.824523 -3.996303 0.12 -0.11 -0.08
H -1.439819 0.490192 -3.776647 -0.04 0.16 -0.10
H -3.058899 2.972813 -1.697742 0.00 0.18 -0.04
H -3.133486 4.060419 -3.092075 0.00 0.00 0.17
H -3.705563 4.617969 -1.504112 0.03 -0.05 -0.04
H -1.223206 3.847375 0.737802 0.02 0.17 -0.08
H -1.891362 5.500672 0.638232 0.08 -0.06 0.00
H -0.128962 5.222962 0.558636 -0.19 -0.06 -0.04
H -1.163585 6.383477 -3.422617 -0.01 0.02 0.20
H -0.206548 6.914192 -2.028536 -0.17 -0.06 -0.05
H -1.981499 7.018486 -1.976760 0.08 -0.05 -0.03
H 2.705678 4.935981 -0.360850 0.01 0.15 -0.17
H 1.878064 6.380827 -0.978888 0.17 -0.13 -0.02
H 3.625644 6.179260 -1.252399 -0.09 -0.04 0.02
H 3.961657 2.908146 -2.487614 -0.01 0.15 -0.13
H 4.730801 4.349300 -3.215550 -0.06 -0.06 -0.01
H 3.736315 3.255794 -4.210488 0.05 0.08 0.18
H 1.240401 6.638583 -4.015878 0.21 -0.10 -0.05
H 2.054030 5.538457 -5.144250 0.04 0.10 0.16
H 3.013016 6.679657 -4.177358 -0.08 -0.07 0.01
S -4.358946 -2.510712 -3.143929 -0.01 0.00 -0.03
C -3.514336 -1.917411 -1.924962 0.01 0.02 -0.02
```
Forces are in eV/Å.

Computed properties:
HOMO-LUMO gap (spin up / spin down) ... 3.5 / 5.8 eV
LUMO (spin up / spin down) ... 3.7 / 3.7 eV
<S²> ... 0.76
Multiplicity ... 2
Charge ... -2

Record 2
Density functional theory data (ωB97M-V/def2-TZVPD) for a cluster of 3 separate species, C13H30F9O9P3S in total in a non-equilibrium geometry.

XYZ file:
```
65
Properties=species:S:1:pos:R:3:forces:R:3
O 7.521989 0.745684 -0.707461 -0.22 0.42 -0.04
C 6.620927 0.486447 -1.776090 0.19 -0.93 -0.03
C 5.405300 -0.330345 -1.337858 -0.46 0.68 -0.07
C 4.228627 0.528804 -0.840050 -0.29 0.02 -0.52
P 2.687042 -0.464471 -1.003979 -0.09 -1.47 1.12
C 1.340450 0.622488 -0.334466 0.43 0.65 -0.81
C 0.109496 0.809716 -1.233566 0.06 0.12 0.73
C -1.061449 -0.127566 -0.978454 0.13 0.86 -0.57
F -1.362837 -0.137773 0.335237 0.01 -0.36 0.09
F -2.129701 0.453836 -1.597894 -0.16 -0.18 -0.07
C -0.966753 -1.569165 -1.611651 -0.34 -0.03 -0.33
F -0.032633 -1.554401 -2.584120 -0.08 0.06 0.49
F -2.125713 -1.859300 -2.227369 0.23 0.08 0.49
S -0.599472 -3.020701 -0.413227 -0.13 -1.26 -1.34
F -1.513466 -3.981699 -1.308203 -0.01 0.00 0.03
F 0.632753 -3.483753 -1.301330 0.24 0.28 0.20
F 0.348282 -2.153501 0.488703 -0.20 0.28 0.06
F -1.885077 -2.677272 0.437900 0.20 0.37 0.25
F -0.318600 -4.256433 0.524474 0.04 0.13 0.29
H 7.833407 -0.108621 -0.398557 0.08 -0.01 0.09
H 6.307519 1.425698 -2.226651 0.13 0.17 0.19
H 7.149970 -0.086672 -2.546462 0.01 0.11 -0.10
H 5.049111 -0.909317 -2.194367 0.16 -0.15 0.00
H 5.677069 -1.020200 -0.538143 0.11 -0.20 -0.17
H 4.335548 0.773944 0.216014 -0.01 0.10 0.01
H 4.140043 1.454075 -1.413781 0.18 0.09 0.09
H 2.410553 -0.538657 -2.385946 0.13 0.72 -0.09
H 1.787502 1.615662 -0.237715 -0.05 0.03 0.03
H 1.063140 0.333233 0.675896 -0.03 -0.25 -0.04
H -0.312020 1.786412 -0.988957 -0.14 -0.01 -0.07
H 0.360578 0.850533 -2.289602 -0.02 -0.20 -0.04
C -1.458073 5.337848 -5.157330 -0.19 -0.12 -0.01
O -1.557658 6.208423 -4.010067 1.70 0.25 -1.44
P -0.447465 6.079785 -2.867655 -2.13 0.34 4.11
O -0.471581 4.739970 -2.274225 0.48 -0.41 -0.67
O -1.126032 7.219033 -1.946697 0.11 -0.17 0.11
C -2.410946 6.975181 -1.377545 -0.11 0.08 -0.07
O 1.009496 6.688337 -2.737666 0.04 -0.01 -2.17
C 1.284554 8.026654 -3.195751 0.11 0.13 0.09
H -2.091526 5.754924 -5.935096 -0.02 0.06 0.05
H -0.435502 5.277587 -5.528288 0.02 0.00 0.01
H -1.810632 4.343237 -4.890420 0.06 -0.01 0.04
H -2.562998 5.911488 -1.194154 0.02 -0.01 -0.01
H -3.192886 7.353411 -2.037026 0.00 -0.04 -0.03
H -2.453289 7.511692 -0.432283 0.02 0.00 0.00
H 0.823170 8.748123 -2.524810 -0.07 -0.05 0.00
H 0.924576 8.182722 -4.212257 -0.03 -0.02 0.00
H 2.363078 8.154041 -3.178154 0.01 -0.10 0.00
C -4.780539 -4.713235 6.248461 -0.12 0.17 -0.09
O -4.007703 -5.212935 5.138636 -0.08 -1.12 1.63
P -2.418850 -5.212468 5.278644 1.78 1.43 -3.28
O -1.910473 -3.853038 5.471708 -0.22 0.00 0.70
O -2.139699 -5.826987 3.822021 0.09 0.09 0.15
C -2.449068 -5.040572 2.669677 -0.28 -0.13 -0.09
O -1.513510 -6.241896 6.066112 -1.55 -0.51 0.99
C -1.791875 -7.652641 5.993115 0.13 -0.12 -0.02
H -5.803093 -5.053317 6.109464 0.02 -0.03 -0.06
H -4.407688 -5.091349 7.200024 0.03 0.00 0.00
H -4.752010 -3.625191 6.250880 0.07 0.00 0.02
H -2.355694 -3.974631 2.874933 0.04 -0.02 0.07
H -3.461418 -5.265609 2.329924 -0.03 0.06 0.06
H -1.752134 -5.321050 1.890083 0.04 -0.05 0.04
H -1.528713 -8.030913 5.007241 -0.04 0.06 -0.03
H -2.840323 -7.864117 6.202887 -0.01 0.03 -0.02
H -1.175078 -8.139224 6.743315 0.02 0.08 0.04
```
Forces are in eV/Å.

Computed properties:
HOMO-LUMO gap ... 8.7 eV
LUMO ... 0.5 eV
SMILES ... OCCCPCCC(F)(F)C(F)(F)S(F)(F)(F)(F)F.COP(=O)(OC)OC.COP(=O)(OC)OC
Charge ... 0

Record 3
Density functional theory data (ωB97M-V/def2-TZVPD) for a cluster of 2 separate species, C5H7NO2 in total in a non-equilibrium geometry.

XYZ file:
```
15
Properties=species:S:1:pos:R:3:forces:R:3
C -0.970560 1.309426 1.065189 -0.31 -0.54 0.53
C -1.733534 0.412830 0.846533 -0.47 -0.40 -1.27
C 2.560807 0.234601 -0.255726 -0.17 0.08 0.85
C 1.900333 -0.892882 -0.920452 -0.24 -0.29 0.11
C -2.593463 -0.691917 0.320838 3.35 1.33 1.06
N 0.612182 -1.075437 -0.803444 0.37 3.10 1.16
O 2.620613 1.292506 -1.081610 0.02 1.50 0.09
O 3.092984 0.238872 0.834462 -0.38 -0.30 -0.29
H -0.316157 1.927932 1.588207 0.69 0.88 0.16
H -2.813887 -1.183570 1.214300 -0.94 -1.47 1.09
H -1.917444 -1.305980 -0.288901 -0.96 -0.06 -0.19
H -3.422569 -0.234758 -0.098998 -1.65 0.23 -1.28
H 0.195126 -1.693628 -1.397586 -0.82 -2.59 -1.75
H -0.143010 -0.423326 -0.463547 1.64 -0.17 0.35
H 2.928580 2.085338 -0.559264 -0.15 -1.29 -0.61
```
Forces are in eV/Å.

Computed properties:
HOMO-LUMO gap ... 9.3 eV
LUMO ... 0.6 eV
Charge ... 0

Record 4
Density functional theory data (ωB97M-V/def2-TZVPD) for a cluster of 3 separate species, C3H14NO2 in total in a non-equilibrium geometry.

XYZ file:
```
20
Properties=species:S:1:pos:R:3:forces:R:3
C 2.064707 -1.199518 -0.183446 4.63 -2.58 1.73
C 0.685306 -0.795115 -0.280605 -1.29 1.91 -1.72
C -0.512898 -1.638691 -0.239726 -2.13 -3.13 -0.27
N 0.686516 -0.109341 -1.622609 -0.50 2.18 -0.90
H 2.817910 -0.344352 -0.056213 -1.24 -0.89 -0.59
H 2.451603 -1.936014 -0.954285 -0.73 1.17 0.17
H 2.361319 -1.824699 0.697793 -0.90 0.64 -0.18
H 0.481635 0.073341 0.296727 0.00 0.57 1.31
H -0.470948 -2.603729 -0.839584 0.37 1.29 -0.01
H -0.549952 -2.141934 0.752495 -0.64 0.98 -0.26
H -1.505210 -1.116848 -0.595193 1.99 -0.77 1.26
H 0.756817 -0.734790 -2.399749 0.23 -1.01 -0.56
H 1.608702 0.433278 -1.615258 -2.07 -0.01 -0.49
H -0.246636 0.406325 -1.808733 2.08 -0.09 0.66
H -2.502711 2.226143 2.769591 2.59 0.40 0.01
H -1.266973 1.685299 3.494147 0.23 0.31 -0.31
O -1.474155 2.298851 2.768105 -2.97 -0.68 0.24
H -2.132261 2.848168 -0.649867 0.37 -0.52 0.09
H -1.636365 2.350648 0.715079 0.34 -0.45 -0.83
O -1.616410 2.122978 -0.248668 -0.37 0.70 0.65
```
Forces are in eV/Å.

Computed properties:
HOMO-LUMO gap ... 11.6 eV
LUMO ... -3.2 eV
Charge ... +1

Record 5
Density functional theory data (ωB97M-V/def2-TZVPD) for a structure of composition C36H48CrN3P2.

XYZ file:
```
90
Properties=species:S:1:pos:R:3:forces:R:3
Cr -0.047998 -0.460512 0.474416 0.12 0.84 -0.15
C -3.008905 -0.430152 2.892613 -0.02 -0.01 0.00
C -3.649055 -0.686356 1.522553 0.12 0.01 0.03
C -5.015435 0.000336 1.497799 -0.06 -0.04 -0.04
P -2.465315 -0.305076 0.137520 -0.39 0.20 0.00
C -2.985960 -1.281430 -1.336092 0.07 0.10 -0.08
C -2.205278 -0.774217 -2.555280 -0.08 -0.03 -0.03
C -4.484038 -1.344101 -1.617250 -0.05 0.07 -0.11
C -2.516302 1.461730 -0.252609 -0.16 -0.12 -0.07
C -3.672943 2.225536 -0.422440 -0.03 -0.10 0.13
C -3.630506 3.610076 -0.518592 -0.13 0.09 -0.02
C -4.889226 4.425439 -0.692665 0.12 -0.08 0.05
C -2.382282 4.216168 -0.400023 0.04 0.15 0.01
C -1.218261 3.472850 -0.307906 0.07 0.21 0.08
C -1.263952 2.082531 -0.302737 0.44 -0.18 -0.13
N -0.074405 1.268807 -0.361157 -0.09 -0.37 0.10
C 1.052233 1.795816 -1.085309 -0.43 -0.05 0.23
C 0.933023 2.781728 -2.061994 -0.06 0.14 -0.24
C 2.054153 3.283221 -2.698385 -0.03 0.05 -0.06
C 3.339898 2.832006 -2.399087 0.12 0.06 -0.06
C 4.553772 3.405590 -3.087567 -0.09 -0.08 0.01
C 3.440864 1.794505 -1.483661 0.14 -0.05 -0.02
C 2.317786 1.263031 -0.854758 0.12 -0.18 0.12
P 2.377306 -0.300552 0.046909 0.33 0.14 -0.20
C 3.740567 -0.107764 1.286342 -0.14 -0.10 0.23
C 3.852655 -1.283785 2.271124 -0.05 0.11 -0.02
C 3.615997 1.208799 2.061043 -0.01 -0.01 0.00
C 3.012093 -1.424476 -1.283539 -0.14 -0.16 0.06
C 3.114011 -2.898523 -0.875967 -0.05 0.06 -0.04
C 2.140544 -1.273148 -2.535438 0.03 -0.01 0.00
H -3.767208 -0.539491 3.672300 0.05 0.00 -0.08
H -2.621352 0.590455 2.961089 -0.01 -0.03 0.00
H -2.206346 -1.131728 3.116541 -0.06 0.05 -0.02
H -3.802074 -1.763723 1.406530 0.00 -0.09 -0.01
H -4.921725 1.058197 1.738112 0.01 0.04 -0.02
H -5.629412 -0.455949 2.277674 0.00 0.03 -0.05
H -5.552489 -0.103847 0.557825 0.04 0.02 -0.02
H -2.646414 -2.294007 -1.105290 0.00 -0.12 0.07
H -2.579060 0.202378 -2.870381 0.02 -0.03 0.01
H -2.323461 -1.466588 -3.392456 -0.02 0.06 0.06
H -1.134923 -0.660869 -2.358025 0.00 -0.01 0.01
H -4.894138 -0.354393 -1.838529 0.04 -0.07 0.04
H -5.049379 -1.787435 -0.797990 0.03 0.02 -0.01
H -4.646270 -1.965817 -2.501146 -0.02 0.04 0.04
H -4.636203 1.737575 -0.478301 -0.01 -0.04 0.05
H -5.669016 3.848956 -1.188882 0.02 -0.01 0.00
H -4.701616 5.322290 -1.281717 0.02 -0.03 0.00
H -5.281604 4.748126 0.275016 0.04 -0.03 -0.02
H -2.313784 5.300193 -0.410974 0.00 -0.10 0.00
H -0.262787 3.981832 -0.266380 -0.12 -0.02 0.05
H -0.041616 3.162258 -2.336721 0.12 -0.03 -0.05
H 1.926031 4.055743 -3.449231 0.00 -0.04 0.04
H 4.438107 4.474703 -3.267643 -0.02 -0.05 0.03
H 4.710663 2.927514 -4.059139 -0.03 0.02 0.08
H 5.455970 3.255047 -2.494449 -0.05 0.00 -0.01
H 4.424142 1.374879 -1.278102 -0.10 0.03 0.00
H 4.644632 -0.065784 0.677031 0.11 -0.01 -0.05
H 2.880375 -1.540604 2.703414 0.05 0.05 -0.02
H 4.509765 -1.002714 3.096986 -0.02 0.01 -0.06
H 4.272219 -2.178377 1.823308 0.00 -0.08 -0.08
H 2.854017 1.129254 2.838988 -0.03 0.01 -0.03
H 3.380131 2.060663 1.424721 0.00 -0.01 -0.01
H 4.563240 1.420314 2.561938 -0.06 -0.04 -0.01
H 4.012870 -1.047090 -1.501126 0.10 0.00 -0.06
H 2.127289 -3.337015 -0.708541 0.10 0.06 -0.01
H 3.709120 -3.059246 0.017708 0.06 0.02 0.07
H 3.585120 -3.461897 -1.684088 -0.02 0.04 0.02
H 1.077597 -1.405930 -2.301539 0.01 -0.02 0.01
H 2.408924 -2.038507 -3.265945 0.01 0.03 0.02
H 2.252528 -0.297990 -3.006753 -0.01 -0.01 0.02
C 0.441031 0.240084 4.691525 0.02 0.13 0.09
C 0.493476 -1.043499 5.204513 0.02 -0.17 0.17
C 0.371708 -2.129925 4.346782 0.02 -0.14 0.29
C 0.199878 -1.902332 2.999977 -0.03 -0.20 -0.53
N 0.169456 -0.653961 2.503534 0.06 0.20 0.25
C 0.282392 0.395842 3.329726 -0.01 -0.18 -0.19
C 0.010391 -2.973321 1.972351 0.06 0.46 0.18
C -0.057133 -4.319308 2.258919 0.00 -0.29 0.15
C -0.265538 -5.223116 1.225836 0.02 -0.11 0.16
C -0.403770 -4.755401 -0.069010 -0.02 -0.07 -0.13
C -0.326595 -3.395114 -0.284389 0.00 0.15 0.18
N -0.121678 -2.521090 0.712602 -0.12 -0.21 -0.25
H 0.525033 1.110918 5.330811 -0.01 -0.09 -0.06
H 0.625357 -1.203252 6.269891 -0.02 0.00 -0.13
H 0.405454 -3.140526 4.731462 0.00 0.08 0.03
H 0.240171 1.377326 2.874411 -0.01 0.00 -0.05
H 0.042762 -4.664253 3.279282 0.00 -0.04 -0.08
H -0.321664 -6.285235 1.433901 0.01 0.08 0.01
H -0.564326 -5.428099 -0.902844 0.01 0.06 0.08
H -0.424908 -2.980691 -1.281077 0.02 0.02 0.03
```
Forces are in eV/Å.

Computed properties:
HOMO-LUMO gap (spin up / spin down) ... 6.3 / 6.4 eV
LUMO (spin up / spin down) ... -6.4 / -6.4 eV
<S²> ... 3.96
Multiplicity ... 4
Charge ... +2

Which value of charge does entry 1 give?
-2